This record from the Open Molecules 2025 dataset describes 7 unconnected molecules or ions with the total composition C22H61N11O10 in a non-equilibrium geometry. The level of theory is ωB97M-V/def2-TZVPD.

Computed properties:
E_LUMO in eV: 0.61
Total energy in hartree: -2229.50575
Structure (SMILES): COCCNCCOC.COCCNCCOC.COCCNCCOC.NC(N)=O.NC(N)=O.NC(N)=O.NC(N)=O
Energy relative to the best compared isomer or geometry (same formula, charge and spin) in kcal per mole: 61.08
Net charge: 0
Orbital gap in Ha: 0.338
Spin multiplicity: 1

Each line ends with the Löwdin charge.
Cartesian coordinates (Å):
C  -0.80  3.41  -2.22  -0.098
O  -0.54  2.22  -3.01  -0.215
C  -1.90  1.76  -3.48  -0.180
C  -1.97  0.51  -4.35  -0.185
N  -1.24  -0.65  -3.75  -0.046
C  -1.43  -1.99  -4.29  -0.219
C  -0.48  -2.87  -3.47  -0.214
O  0.84  -2.48  -3.80  -0.238
C  1.35  -3.01  -5.00  -0.105
H  -1.35  4.14  -2.91  0.110
H  0.14  3.76  -1.91  0.063
H  -1.39  3.12  -1.35  0.051
H  -2.33  2.53  -4.11  0.104
H  -2.58  1.66  -2.61  0.103
H  -1.68  0.81  -5.38  0.124
H  -2.99  0.23  -4.38  0.100
H  -0.24  -0.40  -3.90  0.102
H  -1.20  -2.25  -5.32  0.099
H  -2.47  -2.32  -4.10  0.128
H  -0.64  -3.93  -3.72  0.121
H  -0.49  -2.70  -2.36  0.119
H  1.44  -4.10  -4.86  0.093
H  2.33  -2.56  -5.08  0.085
H  0.70  -2.73  -5.89  0.097
C  -7.45  3.68  0.44  -0.132
O  -6.10  3.84  0.19  -0.204
C  -5.19  3.75  1.27  -0.219
C  -3.85  3.65  0.57  -0.213
N  -3.50  2.34  0.00  -0.052
C  -3.36  1.27  1.02  -0.176
C  -2.84  0.04  0.34  -0.249
O  -3.85  -0.75  -0.19  -0.188
C  -3.48  -2.10  -0.21  -0.109
H  -7.60  2.88  1.17  0.089
H  -7.86  3.41  -0.59  0.111
H  -7.94  4.60  0.73  0.074
H  -5.41  2.81  1.84  0.119
H  -5.13  4.57  1.99  0.121
H  -3.12  4.01  1.35  0.110
H  -3.79  4.44  -0.20  0.128
H  -4.09  2.09  -0.80  0.120
H  -4.30  1.05  1.55  0.115
H  -2.61  1.70  1.73  0.098
H  -2.35  -0.63  1.02  0.110
H  -2.15  0.29  -0.47  0.117
H  -2.56  -2.23  -0.75  0.064
H  -4.26  -2.62  -0.78  0.092
H  -3.51  -2.50  0.80  0.095
C  0.21  6.05  3.49  -0.144
O  -0.20  4.78  3.12  -0.199
C  -0.13  4.37  1.76  -0.217
C  -0.31  2.86  1.69  -0.184
N  1.01  2.26  2.03  -0.029
C  1.11  1.23  3.02  -0.243
C  2.47  0.75  3.15  -0.222
O  2.93  0.28  1.86  -0.233
C  4.35  -0.03  1.83  -0.071
H  1.32  6.09  3.20  0.107
H  -0.04  6.26  4.55  0.094
H  -0.22  6.88  2.87  0.083
H  0.84  4.55  1.25  0.131
H  -0.93  4.83  1.19  0.100
H  -0.73  2.46  0.80  0.084
H  -1.12  2.57  2.38  0.105
H  1.43  1.93  1.18  0.096
H  0.51  0.27  2.83  0.130
H  0.59  1.62  3.84  0.107
H  2.52  -0.10  3.83  0.112
H  3.16  1.55  3.48  0.132
H  4.54  -1.08  2.04  0.068
H  4.98  0.56  2.52  0.093
H  4.71  0.33  0.89  0.068
N  0.07  -5.35  2.02  0.144
C  0.31  -4.56  0.93  -0.694
N  1.58  -4.63  0.50  0.179
O  -0.55  -3.90  0.36  0.030
H  0.64  -6.17  2.04  0.097
H  -0.88  -5.58  1.98  0.084
H  2.26  -5.12  1.05  0.084
H  1.89  -3.74  0.12  0.068
N  2.04  -2.49  2.76  0.198
C  2.88  -3.52  2.92  -0.691
N  2.38  -4.54  3.78  0.136
O  4.02  -3.58  2.57  0.041
H  2.18  -1.80  2.04  0.063
H  1.06  -2.49  3.00  0.114
H  1.38  -4.52  3.84  0.050
H  2.86  -5.42  3.72  0.093
N  7.46  -3.28  -0.37  0.111
C  6.31  -2.44  -0.57  -0.672
N  5.21  -2.85  0.01  0.157
O  6.41  -1.37  -1.18  -0.004
H  8.35  -2.78  -0.53  0.097
H  7.49  -4.28  -0.44  0.077
H  5.33  -3.34  0.89  0.078
H  4.27  -2.38  -0.15  0.087
N  3.24  -0.05  -1.67  0.173
C  2.21  -0.79  -1.05  -0.522
N  0.97  -0.31  -1.41  0.196
O  2.39  -1.79  -0.27  -0.055
H  3.13  0.95  -1.76  0.098
H  4.15  -0.29  -1.32  0.053
H  0.20  -0.85  -1.15  0.070
H  0.95  0.20  -2.27  0.070